This record from the Open Molecules 2025 dataset describes one molecule with the formula C5H9NS in a non-equilibrium geometry. The level of theory is ωB97M-V with the def2-TZVPD basis set.

Cartesian coordinates (Å):
C 1.0977 -1.7815 -1.9567
C 0.2550 -0.9195 -1.7550
C -0.6972 0.1053 -1.3296
N -0.5390 0.5777 0.1455
C -1.1868 1.8120 0.5254
S -0.5645 -0.5854 1.3726
C 1.2764 -0.8769 1.6679
H 1.5383 -2.6212 -2.4060
H -1.6385 -0.3245 -1.3577
H -0.3945 0.8597 -2.0301
H -1.7050 1.7026 1.4176
H -0.4410 2.6377 0.6895
H -1.8617 2.2011 -0.1328
H 1.4065 -1.8134 2.0734
H 1.6055 -0.1725 2.4451
H 1.8489 -0.8012 0.6310

Calculated values
SMILES: C#CCN(C)SC
E_LUMO, eV: 0.9
Multiplicity: 1
Relative energy (zero: lowest compared OMol25 entry of this formula, charge and spin), kcal per mole: 89.3
E, hartree: -648.71082



This record from the Open Molecules 2025 dataset describes C5H9NS as an isolated structure in a non-equilibrium geometry. The level of theory is ωB97M-V with the def2-TZVPD basis set.

Cartesian coordinates (Å):
C -1.1980 0.3271 -0.7685
C 0.1562 -1.1634 0.8604
C 0.1901 1.0323 -1.1126
C 1.3813 -0.4566 0.3646
C -1.0868 -0.2073 0.6596
N 1.1080 0.8881 0.0439
S 0.1465 1.5595 1.4047
H -1.9443 1.0591 -0.9053
H -1.5244 -0.4015 -1.5344
H -0.0469 -2.1011 0.3449
H 0.0517 -1.3516 1.9934
H 0.6537 0.5985 -1.9318
H 0.0459 2.0289 -1.2598
H 2.2161 -0.5492 1.2056
H 1.8841 -0.8632 -0.5845
H -2.0331 -0.3997 1.2196

Calculated values
E_LUMO, eV: 0.5
Multiplicity: 1
Relative energy (zero: lowest compared OMol25 entry of this formula, charge and spin), kcal per mole: 52.5
E, hartree: -648.76942



This record from the Open Molecules 2025 dataset describes one molecule with the formula C5H9NS in a non-equilibrium geometry. The level of theory is ωB97M-V with the def2-TZVPD basis set.

Cartesian coordinates (Å):
C -0.4639 -1.2044 -1.1896
C -0.1555 -0.2038 -0.0820
C -0.5935 -0.7066 1.2900
N -0.5959 1.1902 -0.3859
C 0.7560 1.7143 -0.1494
C 1.2787 0.3127 -0.0608
S 2.7237 -0.3929 0.0057
H 0.0798 -2.1312 -1.0066
H -1.5271 -1.4078 -1.2112
H -0.1847 -0.7597 -2.1537
H -0.0699 -1.6989 1.5190
H -0.3678 0.0089 2.0838
H -1.6400 -0.8945 1.2944
H -1.2976 1.5781 0.2613
H 0.8888 2.2685 0.7749
H 1.1689 2.3270 -0.9900

Calculated values
SMILES: CC1(C)NCC1=S
E_LUMO, eV: -0.1
Multiplicity: 1
Relative energy (zero: lowest compared OMol25 entry of this formula, charge and spin), kcal per mole: 27.1
E, hartree: -648.81002



This record from the Open Molecules 2025 dataset describes one molecule with the formula C5H9NS2 in a non-equilibrium geometry. The level of theory is ωB97M-V with the def2-TZVPD basis set.

Cartesian coordinates (Å):
N 2.4694 -0.4130 -0.2681
C 1.2506 -0.6694 0.4107
C -0.0928 -0.8934 -0.2017
C -1.1161 -0.6094 -1.2710
S -2.4204 0.2304 -0.1865
C -1.2355 0.5652 1.2525
C 0.1098 0.4039 0.5571
S 0.5543 1.8761 -0.3983
H 3.1530 0.0479 0.3243
H 2.3561 0.1628 -1.0543
H 1.4026 -1.3047 1.2739
H -0.5429 -1.5799 0.4651
H -0.7781 0.0577 -2.0262
H -1.5799 -1.4723 -1.6982
H -1.4322 1.5777 1.6327
H -1.3976 -0.1601 2.0388
H -0.7001 2.1807 -0.8507

Calculated values
SMILES: N[C@@H]1[C@@H]2CSC[C@@]12S
E_LUMO, eV: 0.7
Multiplicity: 1
Relative energy (zero: lowest compared OMol25 entry of this formula, charge and spin), kcal per mole: 62.0
E, hartree: -1046.94951



This record from the Open Molecules 2025 dataset describes one molecule with the formula C5H9NSi in a non-equilibrium geometry. The level of theory is ωB97M-V with the def2-TZVPD basis set.

Cartesian coordinates (Å):
C -1.8196 -0.7209 -0.0167
C -1.6705 0.5385 -0.6845
C -1.0018 -1.0130 0.9953
C -0.7633 1.3886 -0.1904
C 0.1338 0.9193 0.8270
N 1.4817 -0.8954 -0.8835
Si 1.8249 0.2096 0.4175
H -2.7476 -1.3759 -0.4029
H -2.2230 0.8213 -1.5507
H -0.6599 -1.8780 1.5794
H -0.6908 2.4334 -0.5471
H 0.0872 1.4146 1.7971
H 1.7627 -1.7416 -1.1215
H 0.8611 -0.5092 -1.5943
H 2.9999 1.2372 0.0038
H 2.4251 -0.8284 1.3714

Calculated values
E_LUMO, eV: 0.7
Multiplicity: 1
Relative energy (zero: lowest compared OMol25 entry of this formula, charge and spin), kcal per mole: 69.3
E, hartree: -540.02785



This record from the Open Molecules 2025 dataset describes one molecule with the formula C5H9NSi in a non-equilibrium geometry. The level of theory is ωB97M-V with the def2-TZVPD basis set.

Cartesian coordinates (Å):
N 0.0892 -0.0428 -2.7403
C 0.8646 -0.2022 -1.8048
C 1.2044 -0.5397 -0.6393
C 0.9973 0.2910 0.5356
C 0.1301 1.5048 0.4627
C -0.3154 0.3697 1.2879
Si -1.4962 -0.9642 0.8186
H 0.5052 0.4574 -3.5237
H 1.9380 -1.4587 -0.4363
H 1.9703 0.3825 1.0991
H 0.3973 2.3335 0.9688
H -0.3341 1.7290 -0.4013
H -0.1440 0.6747 2.3354
H -2.2515 -0.9363 -0.4443
H -2.6623 -1.2404 1.7769
H -0.8929 -2.3582 0.7051

Calculated values
SMILES: N=C=C[C@H]1C[C@H]1[SiH3]
E_LUMO, eV: 0.9
Multiplicity: 1
Relative energy (zero: lowest compared OMol25 entry of this formula, charge and spin), kcal per mole: 69.8
E, hartree: -540.02713



E_LUMO of number 1 (C5H9NS)?
0.9 eV